DFT (the ωB97M-V functional and the def2-TZVPD basis) results for C21H25N2OsS as an isolated structure in a non-equilibrium geometry.

Last column: natural (NBO) charge in e.
Positions of all 50 atoms, in Å:
Os (0.275, -1.012, 0.243)  0.741
S (-2.451, 1.148, 3.787)  0.366
N (-0.509, 0.684, 1.983)  -0.533
N (-1.471, -1.104, 3.232)  -0.778
C (-1.011, -2.841, 1.195)  -0.289
C (2.511, -1.671, 0.169)  -0.249
C (-0.126, 1.850, 2.659)  0.229
C (2.123, 0.425, 1.019)  -0.208
C (-0.355, -3.283, 0.009)  -0.241
C (0.163, 4.006, 4.598)  -0.167
C (0.302, 1.261, -4.371)  -0.668
C (-2.008, -1.900, 0.811)  -0.205
C (0.829, 2.883, 2.528)  -0.285
C (-1.538, 0.085, 2.643)  0.119
C (-1.975, -1.747, -0.597)  -0.284
C (-1.010, 2.134, 3.742)  -0.175
C (2.378, -0.922, 1.381)  -0.269
C (2.338, -0.777, -0.927)  -0.247
C (-0.951, -2.605, -1.097)  -0.249
C (-0.278, -0.088, -4.440)  0.088
C (-1.739, -0.239, -4.423)  -0.668
C (0.990, 3.888, 3.489)  -0.164
C (2.100, 0.529, -0.395)  -0.275
C (0.549, -1.196, -4.932)  -0.665
C (-0.903, 3.133, 4.702)  -0.212
H (-2.646, -1.130, -1.189)  0.271
H (2.447, -1.026, -1.983)  0.269
H (2.530, -1.304, 2.389)  0.259
H (0.290, 4.772, 5.349)  0.235
H (-1.633, 3.217, 5.499)  0.238
H (1.780, 4.634, 3.374)  0.236
H (-2.184, -0.062, -5.424)  0.222
H (-2.057, -1.252, -4.128)  0.205
H (-2.718, -1.416, 1.477)  0.268
H (1.358, 1.253, -4.056)  0.206
H (-0.542, -1.477, 3.301)  0.389
H (-2.159, -1.425, 3.903)  0.421
H (-2.232, 0.477, -3.745)  0.214
H (1.595, -1.130, -4.590)  0.206
H (2.777, -2.721, 0.100)  0.260
H (-0.832, -3.215, 2.202)  0.252
H (2.044, 1.243, 1.715)  0.254
H (-0.247, 1.923, -3.680)  0.215
H (1.983, 1.438, -0.983)  0.267
H (0.410, -4.049, -0.043)  0.259
H (0.595, -1.219, -6.040)  0.223
H (1.483, 3.014, 1.676)  0.228
H (0.283, 1.771, -5.355)  0.221
H (-0.721, -2.774, -2.148)  0.266
H (0.160, -2.183, -4.628)  0.206

Values from the calculation:
Spin multiplicity   5
Gap between HOMO and LUMO (spin up / spin down)   5.8 / 5.8 eV
E_HOMO (spin up / spin down)   -9.12 / -11.22 eV
Charge   +1